DFT (wB97M-V/def2-TZVPD) results for a single C2H2O2S2 molecule.

Atoms and positions in Å:
C -0.87 0.27 -3.72
C -0.62 0.31 -0.02
O -3.44 0.38 -4.86
O -3.09 -0.02 -2.37
S -0.79 -0.32 -1.54
S -2.54 0.20 -3.72
H -0.71 -0.54 0.69
H -0.34 1.23 0.44

HOMO ... -9.59 eV
Calculated total energy ... -27864.360 eV
Energy relative to the best compared isomer or geometry (same formula, charge and spin) ... 699.1 kJ/mol
Strongest force on any atom ... 2.8 eV/A
Gap between HOMO and LUMO ... 8.001 eV

DFT (wB97M-V/def2-TZVPD) results for 2 unconnected molecules or ions with the total composition C10H22OSi.

Atoms and positions in Å:
C 0.45 -1.23 -1.12
C 0.07 -0.23 -0.41
C -2.88 0.57 -0.12
C -2.65 -1.97 0.10
C -2.00 -0.45 2.06
C 2.06 2.19 -1.29
C 2.83 0.23 0.88
C 0.52 2.16 1.55
C 1.76 -1.55 -1.72
C -2.19 -0.59 0.57
O 1.75 -1.82 -3.12
Si 1.27 1.13 0.17
H -0.32 -1.87 -1.31
H -2.45 0.65 -1.11
H -3.95 0.50 -0.15
H -2.55 1.47 0.28
H -3.03 -1.80 -0.92
H -3.42 -2.52 0.69
H -1.80 -2.60 0.13
H -2.82 -1.00 2.52
H -2.26 0.55 2.36
H -0.98 -0.60 2.50
H 2.97 2.72 -1.01
H 2.36 1.51 -2.09
H 1.33 2.82 -1.63
H 3.57 0.13 0.11
H 3.29 0.76 1.66
H 2.45 -0.72 1.11
H -0.50 2.37 1.37
H 0.48 1.56 2.46
H 0.91 3.18 1.57
H 2.11 -2.31 -1.10
H 2.44 -0.66 -1.67
H 1.18 -2.58 -3.32

HOMO (alpha / beta) ... -7.78 / -7.75 eV
Calculated total energy ... -20647.717 eV
Energy relative to the best compared isomer or geometry (same formula, charge and spin) ... 206.0 kJ/mol
Strongest force on any atom ... 3.5 eV/A
Gap between HOMO and LUMO (alpha / beta) ... 8.179 / 8.128 eV

DFT (wB97M-V/def2-TZVPD) results for 2 unconnected molecules or ions with the total composition C6H13NO.

Atoms and positions in Å:
C 0.03 -1.63 -0.82
O 0.69 -2.59 -0.04
C -0.68 -2.30 -1.89
C -1.89 -1.89 -2.46
H 0.78 -0.98 -1.32
H -0.61 -0.96 -0.22
H 0.89 -2.21 0.82
H -0.22 -3.23 -2.22
H -2.32 -2.43 -3.28
H -2.43 -1.04 -2.07
C 2.06 1.96 1.74
C 0.75 2.08 0.98
C -1.38 1.13 0.98
N -0.25 1.15 1.53
H 2.80 2.68 1.38
H 1.89 2.15 2.79
H 2.47 0.96 1.65
H 0.89 1.85 -0.09
H 0.34 3.09 1.03
H -1.66 1.75 0.12
H -2.14 0.46 1.39

HOMO (alpha / beta) ... -13.04 / -13.04 eV
Calculated total energy ... -9958.915 eV
Net charge ... +1
Spin multiplicity ... 2
Energy relative to the best compared isomer or geometry (same formula, charge and spin) ... 332.3 kJ/mol
Strongest force on any atom ... 1.2 eV/A
Gap between HOMO and LUMO (alpha / beta) ... 7.832 / 3.763 eV

DFT (wB97M-V/def2-TZVPD) results for a molecular structure, C45H56AsN4O2SnTe.

Atoms and positions in Å:
Sn -0.15 1.14 -0.81
C 0.42 7.29 2.26
C 1.37 7.41 1.10
C 2.23 8.50 0.99
C 3.11 8.61 -0.08
C 3.13 7.65 -1.07
C 2.27 6.56 -0.99
C 1.41 6.44 0.10
N 0.51 5.34 0.21
C 0.74 4.05 -0.08
N 2.04 3.70 -0.17
C 2.69 2.50 -0.54
C 2.02 1.35 -0.93
C 2.76 0.25 -1.36
C 4.14 0.27 -1.35
C 4.79 1.42 -0.91
C 4.09 2.54 -0.52
C 4.83 3.78 -0.08
N -0.28 3.20 -0.18
C -1.59 3.77 -0.03
C -2.16 3.79 1.24
C -3.41 4.36 1.43
C -4.09 4.90 0.35
C -3.51 4.87 -0.92
C -2.25 4.32 -1.13
C -1.63 4.32 -2.50
H 0.56 8.11 2.96
H 0.56 6.35 2.80
H -0.63 7.33 1.93
H 2.21 9.26 1.75
H 3.77 9.47 -0.14
H 3.79 7.74 -1.92
H 2.25 5.83 -1.79
H -0.43 5.56 0.52
H 2.67 4.46 0.06
H 2.24 -0.63 -1.72
H 4.71 -0.58 -1.68
H 5.87 1.45 -0.90
H 5.91 3.61 -0.12
H 4.58 4.06 0.95
H 4.62 4.64 -0.72
H -1.60 3.36 2.06
H -3.84 4.39 2.42
H -5.06 5.36 0.49
H -4.04 5.30 -1.76
H -2.38 4.53 -3.26
H -1.17 3.36 -2.73
H -0.85 5.08 -2.58
C -5.17 0.96 -1.22
As -3.68 0.36 -0.19
C -3.46 -1.54 -0.40
C -3.99 0.70 1.66
O -2.32 1.16 -0.77
H -6.05 0.36 -0.98
H -4.93 0.86 -2.27
H -5.36 2.00 -0.98
H -4.43 -2.02 -0.36
H -2.82 -1.92 0.39
H -2.99 -1.73 -1.37
H -4.71 -0.02 2.04
H -4.38 1.71 1.79
H -3.05 0.61 2.20
C 0.53 -0.84 2.96
C 0.19 -0.64 1.51
O -0.20 0.56 1.23
N 0.23 -1.49 0.52
Te 1.15 -3.10 -0.18
C 1.70 -4.90 0.85
C 1.73 -5.15 2.21
C 1.25 -4.17 3.23
C 2.20 -6.39 2.65
C 2.65 -7.36 1.77
C 3.15 -8.68 2.25
C 2.63 -7.06 0.41
C 2.17 -5.84 -0.08
C 2.21 -5.62 -1.57
C -0.64 -3.84 -1.00
C -0.84 -3.69 -2.38
C 0.11 -3.02 -3.33
C -2.01 -4.22 -2.93
C -2.94 -4.91 -2.17
C -4.17 -5.50 -2.78
C -2.71 -5.03 -0.80
C -1.58 -4.50 -0.19
C -1.44 -4.64 1.30
H 0.33 0.09 3.49
H 1.58 -1.10 3.08
H -0.08 -1.63 3.40
H 1.03 -3.22 2.77
H 2.01 -4.00 4.00
H 0.35 -4.52 3.74
H 2.21 -6.59 3.71
H 3.07 -8.77 3.33
H 4.20 -8.82 1.97
H 2.59 -9.50 1.79
H 2.98 -7.80 -0.30
H 2.65 -6.49 -2.06
H 2.83 -4.76 -1.85
H 1.22 -5.48 -2.00
H 0.96 -2.53 -2.86
H -0.41 -2.27 -3.92
H 0.52 -3.76 -4.03
H -2.17 -4.12 -4.00
H -4.17 -5.39 -3.87
H -5.07 -5.03 -2.39
H -4.24 -6.56 -2.55
H -3.44 -5.54 -0.18
H -2.42 -4.77 1.75
H -0.98 -3.76 1.75
H -0.83 -5.50 1.57

HOMO (alpha / beta) ... -12.05 / -12.67 eV
Calculated total energy ... -131580.182 eV
Net charge ... +2
Spin multiplicity ... 2
Strongest force on any atom ... 0.4 eV/A
Gap between HOMO and LUMO (alpha / beta) ... 7.175 / 6.908 eV

DFT (wB97M-V/def2-TZVPD) results for 7 unconnected molecules or ions with the total composition C20H56N2O9.

Atoms and positions in Å:
C -7.10 1.83 6.33
O -6.96 0.78 5.38
C -5.91 1.01 4.48
C -5.66 -0.27 3.74
N -4.54 -0.17 2.80
C -4.67 0.90 1.83
C -3.63 0.79 0.74
O -4.04 -0.15 -0.20
C -3.04 -0.50 -1.12
H -6.27 1.82 7.04
H -8.04 1.67 6.84
H -7.13 2.80 5.82
H -5.00 1.35 4.99
H -6.18 1.81 3.77
H -6.61 -0.61 3.30
H -5.40 -1.01 4.50
H -4.56 -1.03 2.24
H -4.61 1.90 2.26
H -5.65 0.90 1.30
H -2.66 0.50 1.19
H -3.48 1.80 0.31
H -2.79 0.33 -1.80
H -3.41 -1.32 -1.73
H -2.12 -0.80 -0.62
C 6.48 3.25 -0.92
O 5.68 2.09 -1.03
C 4.65 2.04 -0.06
C 3.50 1.22 -0.59
N 3.03 1.84 -1.85
C 2.26 0.90 -2.64
C 1.89 1.50 -3.99
O 0.80 0.74 -4.50
C 0.60 0.94 -5.87
H 7.45 3.00 -1.35
H 6.60 3.56 0.13
H 5.99 4.08 -1.44
H 4.22 3.03 0.11
H 5.03 1.62 0.88
H 2.67 1.33 0.11
H 3.69 0.16 -0.75
H 3.87 2.03 -2.39
H 1.35 0.59 -2.12
H 2.83 -0.02 -2.86
H 2.73 1.40 -4.69
H 1.58 2.55 -3.93
H 0.44 2.00 -6.11
H -0.29 0.39 -6.18
H 1.48 0.63 -6.46
C 0.13 4.10 -0.69
C -0.04 2.60 -0.80
O 0.43 2.05 0.45
H -0.50 4.46 0.12
H -0.21 4.63 -1.58
H 1.19 4.31 -0.56
H 0.60 2.18 -1.58
H -1.06 2.27 -0.97
H 0.31 1.09 0.36
C -1.17 -2.52 -4.12
C -1.28 -3.63 -3.10
O -1.06 -3.08 -1.80
H -0.13 -2.22 -4.26
H -1.78 -1.67 -3.81
H -1.57 -2.87 -5.07
H -0.51 -4.38 -3.33
H -2.26 -4.11 -3.19
H -1.39 -3.72 -1.17
C 3.57 -0.77 2.62
C 4.62 -1.79 3.00
O 5.82 -1.50 2.26
H 2.74 -0.84 3.33
H 3.16 -1.04 1.64
H 3.94 0.25 2.61
H 4.32 -2.83 2.81
H 4.87 -1.73 4.06
H 6.24 -2.31 1.97
C 0.55 -5.02 0.68
C 1.56 -3.94 0.58
O 1.27 -2.90 1.54
H 0.42 -5.50 1.65
H 0.69 -5.80 -0.07
H -0.43 -4.62 0.42
H 1.47 -3.46 -0.40
H 2.60 -4.29 0.65
H 2.07 -2.68 2.01
O 0.82 -1.01 -0.46
H 0.10 -1.38 -0.99
H 0.85 -1.55 0.34

HOMO ... -8.58 eV
Calculated total energy ... -43052.130 eV
Energy relative to the best compared isomer or geometry (same formula, charge and spin) ... 52.6 kJ/mol
Strongest force on any atom ... 1.7 eV/A
Gap between HOMO and LUMO ... 9.098 eV
SMILES ... COCCNCCOC.COCCNCCOC.CCO.CCO.CCO.CCO.O

DFT (wB97M-V/def2-TZVPD) results for a molecular structure, C4H8O7Tl.

Atoms and positions in Å:
Tl 6.93 17.61 11.15
O 7.95 20.06 10.73
H 7.33 20.82 10.74
O 10.23 19.66 14.33
C 9.63 19.63 13.17
O 8.66 18.85 12.96
O 10.01 20.30 12.21
H 9.79 19.00 14.90
C 5.19 15.70 7.42
O 6.30 14.85 7.33
C 7.10 14.70 8.35
O 7.04 15.31 9.40
O 7.90 13.70 8.10
C 8.56 13.07 9.20
H 5.43 16.77 7.37
H 4.66 15.57 8.37
H 4.44 15.43 6.69
H 9.19 13.77 9.74
H 9.17 12.27 8.81
H 7.80 12.74 9.91

HOMO ... -14.19 eV
Calculated total energy ... -23291.342 eV
Net charge ... +1
Energy relative to the best compared isomer or geometry (same formula, charge and spin) ... 121.9 kJ/mol
Strongest force on any atom ... 2.5 eV/A
Gap between HOMO and LUMO ... 4.957 eV

DFT (wB97M-V/def2-TZVPD) results for 2 unconnected molecules or ions with the total composition C4H6F2O.

Atoms and positions in Å:
C 1.77 1.70 -0.35
C 0.99 1.10 0.54
C -1.93 -1.25 -0.33
C 0.58 -0.27 0.42
O -1.11 -0.22 -0.69
F 1.29 -1.10 -0.32
F 0.14 -0.90 1.50
H 2.09 2.72 -0.23
H 2.11 1.17 -1.22
H 0.62 1.60 1.43
H -2.12 -1.28 0.75
H -1.56 -2.23 -0.66
H -2.88 -1.05 -0.83

HOMO ... -9.20 eV
Calculated total energy ... -11724.694 eV
Energy relative to the best compared isomer or geometry (same formula, charge and spin) ... 286.9 kJ/mol
Strongest force on any atom ... 4.4 eV/A
Gap between HOMO and LUMO ... 8.976 eV

DFT (wB97M-V/def2-TZVPD) results for 10 unconnected molecules or ions with the total composition C50H46F8N2O4.

Atoms and positions in Å:
C 0.93 -4.39 -2.66
N 0.84 -4.15 -1.20
O 0.65 -5.10 -0.48
O 1.07 -3.03 -0.81
H 0.52 -3.50 -3.14
H 0.37 -5.28 -2.91
H 1.97 -4.51 -2.93
C 2.02 -0.29 1.01
N 0.64 -0.25 1.52
O 0.36 -0.66 2.63
O -0.19 0.10 0.70
H 2.71 -0.42 1.84
H 2.22 0.61 0.44
H 2.05 -1.18 0.37
F -4.57 -3.06 -1.54
C -3.94 -2.73 -0.39
C -2.60 -2.99 -0.26
C -1.92 -2.65 0.90
C -2.65 -2.21 2.00
C -4.04 -2.03 1.90
C -4.69 -2.29 0.70
H -2.10 -3.37 -1.15
H -0.86 -2.86 0.97
H -2.11 -1.98 2.90
H -4.57 -1.56 2.71
H -5.74 -2.07 0.55
F 5.23 -1.79 2.86
C 4.23 -2.66 3.07
C 3.23 -2.32 3.95
C 2.19 -3.24 4.17
C 2.19 -4.48 3.57
C 3.25 -4.85 2.74
C 4.27 -3.94 2.51
H 3.26 -1.39 4.50
H 1.37 -2.95 4.81
H 1.43 -5.22 3.78
H 3.33 -5.85 2.36
H 5.11 -4.27 1.91
F 0.86 2.94 1.31
C -0.06 3.88 1.62
C -0.99 3.57 2.59
C -2.00 4.50 2.91
C -1.96 5.75 2.29
C -1.02 6.02 1.30
C -0.13 5.06 0.92
H -1.00 2.65 3.15
H -2.85 4.19 3.50
H -2.69 6.51 2.55
H -1.01 7.03 0.89
H 0.59 5.24 0.13
F 4.92 2.28 -3.88
C 3.63 2.67 -3.67
C 3.25 2.81 -2.35
C 1.92 3.12 -2.10
C 1.02 3.28 -3.15
C 1.45 3.12 -4.46
C 2.78 2.78 -4.74
H 3.92 2.56 -1.54
H 1.56 2.99 -1.08
H 0.03 3.67 -2.98
H 0.77 3.31 -5.28
H 2.96 2.58 -5.78
F 6.83 0.32 -0.82
C 5.95 -0.40 -1.52
C 4.92 -1.06 -0.89
C 4.00 -1.81 -1.63
C 4.10 -1.81 -3.01
C 5.13 -1.12 -3.65
C 6.05 -0.40 -2.90
H 4.77 -1.03 0.19
H 3.18 -2.30 -1.14
H 3.35 -2.28 -3.63
H 5.17 -1.15 -4.73
H 6.88 0.13 -3.36
F -0.37 -2.10 -5.95
C -0.26 -1.49 -4.76
C 0.93 -0.83 -4.50
C 1.04 -0.06 -3.34
C -0.04 -0.06 -2.46
C -1.18 -0.82 -2.65
C -1.30 -1.54 -3.84
H 1.68 -0.85 -5.28
H 1.89 0.56 -3.11
H 0.04 0.55 -1.57
H -1.96 -0.90 -1.92
H -2.15 -2.12 -4.16
F -5.48 1.92 3.91
C -4.48 1.16 4.37
C -3.26 1.23 3.74
C -2.20 0.47 4.20
C -2.42 -0.43 5.24
C -3.68 -0.55 5.83
C -4.71 0.29 5.42
H -3.13 1.84 2.85
H -1.22 0.55 3.77
H -1.67 -1.08 5.69
H -3.87 -1.31 6.58
H -5.65 0.37 5.96
F -5.70 0.46 -1.37
C -4.90 1.51 -1.11
C -3.62 1.27 -0.64
C -2.77 2.36 -0.54
C -3.11 3.63 -0.99
C -4.38 3.82 -1.52
C -5.29 2.77 -1.52
H -3.35 0.24 -0.44
H -1.75 2.19 -0.20
H -2.43 4.45 -0.82
H -4.74 4.77 -1.89
H -6.28 2.89 -1.95

HOMO ... -9.02 eV
Calculated total energy ... -85500.291 eV
Strongest force on any atom ... 1.5 eV/A
Gap between HOMO and LUMO ... 9.031 eV
SMILES ... C[N+](=O)[O-].C[N+](=O)[O-].Fc1ccccc1.Fc1ccccc1.Fc1ccccc1.Fc1ccccc1.Fc1ccccc1.Fc1ccccc1.Fc1ccccc1.Fc1ccccc1

DFT (wB97M-V/def2-TZVPD) results for a single C4H8N3O3P molecule.

Atoms and positions in Å:
C 0.09 -2.64 0.30
N -0.23 -1.24 0.18
C -1.52 -0.81 -0.02
O -2.45 -1.56 -0.17
C -1.60 0.71 0.00
O -2.62 1.35 -0.09
N -0.37 1.25 0.15
C -0.12 2.66 0.30
P 0.96 -0.05 0.26
N 1.75 -0.08 -1.18
O 1.84 0.00 1.41
H 1.00 -2.74 0.90
H -0.74 -3.15 0.80
H 0.25 -3.10 -0.68
H 0.78 2.79 0.91
H 0.01 3.14 -0.67
H -0.98 3.11 0.80
H 2.70 0.26 -1.17
H 1.25 0.09 -2.04

HOMO ... -10.09 eV
Calculated total energy ... -24182.198 eV
Energy relative to the best compared isomer or geometry (same formula, charge and spin) ... 0.0 kJ/mol
Strongest force on any atom ... 3.6 eV/A
Gap between HOMO and LUMO ... 10.450 eV
SMILES ... CN1C(=O)C(=O)N(C)P1(N)=O

DFT (wB97M-V/def2-TZVPD) results for a single C18H21N5OS molecule.

Atoms and positions in Å:
O -3.45 -3.07 1.03
C -2.79 -2.38 0.29
C -1.30 -2.61 0.02
N -0.63 -1.37 -0.29
C 0.63 -1.56 -0.98
C 1.14 -0.21 -1.48
C 1.37 0.75 -0.31
N 2.54 0.36 0.44
N 2.50 -0.36 1.57
N 3.67 -0.60 1.99
C 4.57 -0.05 1.13
C 5.97 -0.03 1.13
C 6.58 0.62 0.09
C 5.85 1.25 -0.93
C 4.47 1.24 -0.95
C 3.84 0.58 0.10
C 0.12 0.81 0.57
C -0.40 -0.58 0.92
N -3.29 -1.35 -0.43
C -4.66 -0.91 -0.32
C -4.76 0.54 0.02
C -5.72 1.43 -0.38
C -5.52 2.72 0.15
C -4.41 2.80 0.92
S -3.59 1.30 1.04
H -1.24 -3.28 -0.84
H -0.87 -3.14 0.89
H 0.47 -2.22 -1.84
H 1.39 -2.02 -0.33
H 2.07 -0.34 -2.05
H 0.39 0.23 -2.15
H 1.58 1.76 -0.70
H 6.53 -0.52 1.91
H 7.66 0.66 0.04
H 6.38 1.75 -1.72
H 3.91 1.73 -1.73
H -0.65 1.35 0.02
H 0.34 1.35 1.49
H -1.36 -0.48 1.44
H 0.31 -1.08 1.59
H -2.63 -0.80 -0.96
H -5.20 -1.11 -1.25
H -5.10 -1.53 0.47
H -6.54 1.16 -1.02
H -6.17 3.56 -0.05
H -4.01 3.66 1.44

HOMO ... -8.83 eV
Calculated total energy ... -39340.031 eV
Energy relative to the best compared isomer or geometry (same formula, charge and spin) ... 50.2 kJ/mol
Strongest force on any atom ... 1.3 eV/A
Gap between HOMO and LUMO ... 9.336 eV
SMILES ... O=C(CN1CCC(n2nnc3ccccc32)CC1)NCc1cccs1